# C52H72N5O2STa

A structure of composition C52H72N5O2STa (ωB97M-V/def2-TZVPD, OMol25).

The largest force on an atom is 0.7 eV/Å. The calculation puts the LUMO energy (spin up / spin down) at -12.3 / -12.0 eV. As for the total charge: +4. The HOMO energy (spin up / spin down) comes out at -0.6574 / -0.6576 Eh. For the total energy, the calculation gives -2902.8696 hartree.

CARTESIAN COORDINATES (ANGSTROEM)
Ta: -0.289 -1.332 -0.854
C: -1.807 0.428 5.888
C: -3.064 0.506 5.007
C: -4.227 -0.147 5.754
C: -3.415 1.979 4.740
C: -2.778 -0.175 3.670
C: -1.729 0.279 2.890
C: -1.480 -0.344 1.669
N: -0.493 -0.047 0.736
C: 0.453 0.973 0.980
C: 0.303 2.213 1.608
C: 1.411 3.027 1.827
C: 2.679 2.590 1.403
C: 2.825 1.402 0.708
C: 1.695 0.662 0.511
O: 1.882 -0.521 -0.228
C: 5.195 1.411 -0.447
C: 6.066 0.515 -1.339
C: 6.056 1.838 0.753
C: 5.848 3.368 -2.018
C: 1.292 4.383 2.523
C: 1.740 5.477 1.541
C: 2.200 4.395 3.763
C: -0.140 4.677 2.967
C: -2.236 -1.460 1.270
O: -1.746 -1.997 0.098
C: -3.306 -1.947 2.007
C: -3.548 -1.251 3.196
C: -4.143 -3.158 1.597
C: -4.605 -3.014 0.139
C: -5.391 -3.315 2.469
C: -3.268 -4.405 1.777
H: -2.006 0.906 6.848
H: -0.953 0.941 5.439
H: -1.525 -0.608 6.082
H: -4.380 0.372 6.699
H: -4.026 -1.194 5.990
H: -5.165 -0.082 5.197
H: -3.620 2.484 5.684
H: -4.307 2.065 4.115
H: -2.594 2.512 4.253
H: -1.103 1.080 3.246
H: -0.678 2.546 1.912
H: 3.537 3.209 1.627
H: 6.348 -0.395 -0.809
H: 6.993 1.027 -1.591
H: 5.589 0.241 -2.287
H: 6.472 0.961 1.250
H: 5.488 2.402 1.493
H: 6.896 2.454 0.436
H: 6.135 2.788 -2.894
H: 6.727 3.509 -1.393
H: 5.522 4.353 -2.350
H: 2.776 5.339 1.224
H: 1.676 6.454 2.021
H: 1.104 5.497 0.653
H: 3.257 4.306 3.507
H: 1.943 3.588 4.452
H: 2.079 5.340 4.293
H: -0.832 4.731 2.121
H: -0.170 5.644 3.466
H: -0.505 3.935 3.682
H: -4.373 -1.584 3.807
H: -5.230 -2.124 0.022
H: -5.220 -3.873 -0.133
H: -3.775 -2.960 -0.566
H: -6.034 -2.434 2.425
H: -5.146 -3.522 3.511
H: -5.970 -4.164 2.105
H: -2.335 -4.313 1.226
H: -3.796 -5.294 1.424
H: -3.028 -4.556 2.831
C: 2.023 1.757 -3.903
C: 2.878 1.518 -2.677
C: 3.594 2.554 -2.146
C: 4.725 2.667 -1.202
C: 3.994 0.622 0.134
C: 3.288 -0.372 -0.815
C: 3.881 -1.763 -0.846
C: 2.944 0.177 -2.221
N: 2.367 -0.767 -2.900
C: 2.426 -1.745 -3.679
C: 3.608 -2.056 -4.534
C: 1.253 -2.696 -3.592
C: 1.177 -3.829 -4.543
N: 0.446 -2.498 -2.617
C: -0.616 -3.430 -2.349
C: -1.721 -3.568 -3.209
C: -1.891 -2.777 -4.476
C: -2.649 -4.547 -2.881
C: -2.463 -5.381 -1.787
C: -1.363 -5.228 -0.954
C: -0.428 -4.239 -1.204
C: 0.768 -4.074 -0.292
H: 1.899 2.823 -4.080
H: 1.035 1.306 -3.791
H: 2.487 1.334 -4.797
H: 3.374 3.512 -2.614
H: 4.403 3.418 -0.468
H: 4.400 0.005 0.942
H: 4.178 -2.058 0.159
H: 4.762 -1.797 -1.483
H: 3.157 -2.490 -1.213
H: 4.340 -1.253 -4.491
H: 3.295 -2.200 -5.570
H: 4.079 -2.989 -4.211
H: 2.147 -4.326 -4.619
H: 0.947 -3.450 -5.545
H: 0.421 -4.557 -4.260
H: -1.218 -1.925 -4.555
H: -2.913 -2.409 -4.558
H: -1.723 -3.424 -5.341
H: -3.514 -4.685 -3.519
H: -3.180 -6.166 -1.585
H: -1.225 -5.892 -0.111
H: 0.701 -4.771 0.541
H: 0.867 -3.087 0.228
H: 1.715 -4.242 -0.804
C: -2.463 2.785 -3.607
N: -3.008 2.167 -2.404
C: -4.132 2.802 -1.677
C: -4.449 1.789 -0.562
N: -3.360 0.802 -0.724
C: -2.649 1.055 -1.813
S: -1.414 -0.005 -2.484
H: -2.283 3.841 -3.410
H: -3.175 2.694 -4.426
H: -1.527 2.307 -3.882
H: -4.965 2.962 -2.360
H: -3.807 3.768 -1.292
H: -5.414 1.307 -0.700
H: -4.412 2.234 0.429
H: -3.375 -0.102 -0.277



# C52H78O39

A cluster of 13 separate species, C52H78O39 in total at a distorted geometry (ωB97M-V/def2-TZVPD, OMol25).

The largest force on an atom is 9.7 eV/Å. The calculation puts the LUMO energy at 0.0 eV. As for the total charge: 0. The HOMO energy comes out at -0.3865 Eh. For the total energy, the calculation gives -4962.4574 hartree. The calculation puts the energy relative to the best compared isomer or geometry (same formula, charge and spin) at 1146.3 kJ/mol.

CARTESIAN COORDINATES (ANGSTROEM)
C: 1.867 5.620 -1.689
C: 3.101 5.497 -2.665
C: 3.779 4.065 -2.571
O: 3.754 3.743 -3.972
C: 3.220 4.648 -4.741
O: 3.155 4.431 -5.903
O: 2.670 5.721 -4.017
H: 2.113 5.200 -0.714
H: 1.045 5.063 -2.137
H: 1.611 6.677 -1.610
H: 3.787 6.269 -2.315
H: 3.250 3.311 -1.989
H: 4.802 3.984 -2.205
C: 0.805 -7.133 0.116
C: 2.300 -6.646 0.052
C: 2.776 -5.980 -1.170
O: 3.303 -4.715 -0.792
C: 3.096 -4.497 0.456
O: 3.259 -3.380 0.888
O: 2.547 -5.602 1.055
H: 0.683 -7.805 0.965
H: 0.496 -7.886 -0.609
H: 0.067 -6.331 0.140
H: 2.937 -7.462 0.393
H: 1.912 -5.692 -1.769
H: 3.462 -6.496 -1.842
C: 1.190 0.293 -5.397
C: 0.275 0.979 -6.503
C: 0.601 0.451 -7.928
O: -0.652 0.469 -8.461
C: -1.606 0.532 -7.557
O: -2.789 0.445 -7.808
O: -1.057 0.507 -6.333
H: 2.133 0.778 -5.144
H: 1.718 -0.616 -5.687
H: 0.770 0.056 -4.419
H: 0.379 2.064 -6.510
H: 0.754 -0.593 -8.202
H: 1.183 1.121 -8.561
C: -2.048 1.995 4.799
C: -3.573 2.031 4.764
C: -4.205 0.753 5.220
O: -4.649 1.023 6.425
C: -4.475 2.356 6.733
O: -4.746 2.921 7.797
O: -3.925 2.952 5.648
H: -1.496 2.871 5.138
H: -1.705 1.575 3.853
H: -1.866 1.265 5.587
H: -4.063 2.286 3.824
H: -3.566 -0.129 5.278
H: -5.169 0.506 4.776
C: -1.067 -4.298 3.581
C: -0.063 -5.482 3.132
C: 1.185 -5.568 3.951
O: 1.019 -6.905 4.410
C: -0.039 -7.536 3.962
O: -0.248 -8.751 4.143
O: -0.834 -6.647 3.192
H: -0.750 -3.274 3.385
H: -1.412 -4.378 4.612
H: -1.903 -4.314 2.881
H: 0.198 -5.197 2.113
H: 1.098 -4.832 4.750
H: 1.971 -5.320 3.237
C: -6.863 -2.743 -2.296
C: -6.602 -1.521 -1.468
C: -7.010 -1.748 -0.021
O: -5.986 -0.947 0.567
C: -4.937 -0.874 -0.112
O: -3.855 -0.406 0.254
O: -5.264 -1.261 -1.353
H: -7.934 -2.800 -2.487
H: -6.715 -3.670 -1.742
H: -6.427 -2.736 -3.295
H: -7.074 -0.658 -1.936
H: -7.032 -2.780 0.330
H: -7.980 -1.250 -0.009
C: 5.303 0.336 -1.224
C: 5.715 -0.621 -2.303
C: 6.377 0.181 -3.417
O: 7.656 -0.413 -3.554
C: 7.911 -1.334 -2.602
O: 8.944 -1.876 -2.399
O: 6.870 -1.486 -1.818
H: 5.331 -0.125 -0.237
H: 4.336 0.818 -1.369
H: 6.067 1.110 -1.140
H: 4.890 -1.118 -2.814
H: 6.387 1.246 -3.188
H: 5.688 0.039 -4.250
C: -2.659 3.330 1.425
C: -1.221 3.830 1.504
C: -0.427 4.147 0.293
O: -0.267 5.497 0.475
C: -0.653 5.834 1.749
O: -0.331 6.917 2.271
O: -1.077 4.864 2.351
H: -2.730 2.402 0.857
H: -3.219 4.088 0.877
H: -3.142 3.300 2.402
H: -0.693 3.004 1.981
H: -1.066 3.903 -0.555
H: 0.488 3.612 0.037
C: -0.471 -0.084 1.281
C: 0.784 0.105 0.447
C: 1.321 -0.846 -0.590
O: 1.119 -0.139 -1.819
C: 0.813 1.171 -1.593
O: 1.018 2.028 -2.440
O: 0.549 1.296 -0.294
H: -0.468 -1.098 1.681
H: -1.391 -0.163 0.702
H: -0.687 0.619 2.086
H: 1.671 0.189 1.074
H: 0.695 -1.726 -0.443
H: 2.391 -1.036 -0.513
C: -0.477 -1.842 8.332
C: 0.451 -0.941 7.383
C: 1.987 -1.289 7.366
O: 2.164 -1.533 6.054
C: 1.130 -0.928 5.272
O: 1.017 -0.732 4.042
O: 0.057 -0.759 6.040
H: -0.012 -1.912 9.316
H: -0.600 -2.872 7.998
H: -1.462 -1.399 8.478
H: 0.487 0.010 7.913
H: 2.224 -2.111 8.041
H: 2.575 -0.404 7.607
C: 5.582 6.074 1.695
C: 4.957 4.863 2.405
C: 3.568 5.044 3.078
O: 2.649 4.246 2.336
C: 3.357 3.506 1.470
O: 2.986 2.509 0.791
O: 4.632 3.760 1.566
H: 5.072 6.563 0.864
H: 6.621 5.892 1.420
H: 5.746 6.892 2.396
H: 5.781 4.564 3.051
H: 3.398 6.120 3.065
H: 3.561 4.706 4.114
C: -2.333 1.872 -3.368
C: -3.676 2.566 -3.826
C: -4.316 2.010 -5.092
O: -5.300 1.109 -4.660
C: -5.702 1.534 -3.510
O: -6.871 1.367 -3.005
O: -4.758 2.308 -2.898
H: -2.265 2.039 -2.293
H: -1.466 2.084 -3.994
H: -2.563 0.808 -3.430
H: -3.464 3.629 -3.940
H: -3.561 1.672 -5.802
H: -4.892 2.748 -5.649
C: -3.140 -4.193 -1.668
C: -2.366 -3.677 -2.777
C: -2.181 -2.170 -2.895
O: -0.866 -1.965 -3.288
C: -0.193 -3.105 -2.941
O: 1.030 -3.163 -2.942
O: -1.016 -4.072 -2.565
H: -3.251 -5.276 -1.716
H: -3.976 -3.560 -1.372
H: -2.677 -4.348 -0.693
H: -2.888 -4.104 -3.633
H: -2.373 -1.742 -1.911
H: -2.905 -1.797 -3.620



# C52H78O39

A cluster of 13 separate species, C52H78O39 in total at a distorted geometry (ωB97M-V/def2-TZVPD, OMol25).

Its spin multiplicity is 2. The largest force on an atom is 7.0 eV/Å. The calculation puts the LUMO energy (spin up / spin down) at -1.7 / -9.0 eV. As for the total charge: +1. The HOMO energy (spin up / spin down) comes out at -0.4260 / -0.4260 Eh. For the total energy, the calculation gives -4962.3498 hartree. The calculation puts the energy relative to the best compared isomer or geometry (same formula, charge and spin) at 0.0 kJ/mol.

CARTESIAN COORDINATES (ANGSTROEM)
C: -1.654 -0.808 0.852
C: -0.460 -1.360 -0.004
C: -0.115 -0.487 -1.243
O: 1.298 -0.533 -1.212
C: 1.699 -0.786 0.041
O: 2.934 -0.882 0.338
O: 0.649 -1.121 0.833
H: -2.674 -0.832 0.469
H: -1.445 0.251 1.003
H: -1.786 -1.323 1.804
H: -0.520 -2.409 -0.296
H: -0.541 0.515 -1.175
H: -0.378 -0.882 -2.224
C: 5.854 -0.638 2.147
C: 6.442 -1.135 3.494
C: 6.708 -2.632 3.622
O: 8.093 -2.749 3.925
C: 8.655 -1.526 3.954
O: 9.837 -1.293 4.189
O: 7.732 -0.588 3.562
H: 6.487 -0.783 1.271
H: 5.708 0.442 2.175
H: 4.846 -0.991 1.932
H: 5.769 -0.784 4.277
H: 6.469 -3.224 2.738
H: 6.152 -3.163 4.395
C: -1.112 0.402 -8.344
C: -0.196 1.097 -7.380
C: -0.557 2.483 -7.015
O: -0.314 2.633 -5.666
C: 0.002 1.402 -5.217
O: 0.550 1.180 -4.115
O: -0.131 0.474 -6.124
H: -0.644 -0.422 -8.885
H: -1.508 1.105 -9.077
H: -1.869 -0.123 -7.762
H: 0.822 0.976 -7.753
H: -1.565 2.854 -7.203
H: 0.101 3.118 -7.608
C: 2.933 -5.428 -2.621
C: 2.964 -4.302 -1.651
C: 2.045 -4.525 -0.393
O: 3.010 -4.404 0.672
C: 4.305 -4.198 0.213
O: 5.308 -4.069 0.878
O: 4.286 -4.208 -1.122
H: 2.057 -5.254 -3.247
H: 2.903 -6.381 -2.094
H: 3.850 -5.419 -3.210
H: 2.768 -3.267 -1.932
H: 1.701 -5.558 -0.338
H: 1.269 -3.778 -0.225
C: 2.567 -3.173 -6.158
C: 1.257 -2.655 -5.509
C: 0.020 -3.404 -6.095
O: -0.692 -3.605 -4.891
C: 0.036 -3.285 -3.813
O: -0.368 -3.354 -2.642
O: 1.224 -2.913 -4.143
H: 2.733 -2.919 -7.206
H: 2.699 -4.243 -5.999
H: 3.353 -2.650 -5.613
H: 1.129 -1.594 -5.723
H: 0.239 -4.294 -6.684
H: -0.556 -2.748 -6.749
C: 3.411 0.333 -4.042
C: 3.593 1.777 -3.478
C: 3.951 1.705 -2.014
O: 5.118 2.507 -1.882
C: 5.475 2.895 -3.026
O: 6.526 3.548 -3.190
O: 4.683 2.383 -4.049
H: 2.980 0.368 -5.043
H: 2.708 -0.232 -3.430
H: 4.372 -0.181 -4.065
H: 2.717 2.421 -3.541
H: 4.087 0.699 -1.618
H: 3.194 2.163 -1.377
C: -5.767 -2.262 0.437
C: -5.033 -1.988 1.744
C: -5.948 -2.055 2.998
O: -5.137 -2.807 3.914
C: -4.027 -3.323 3.314
O: -3.288 -4.118 3.829
O: -4.019 -2.981 2.018
H: -6.568 -2.988 0.579
H: -5.016 -2.588 -0.283
H: -6.160 -1.374 -0.057
H: -4.582 -0.996 1.775
H: -6.844 -2.640 2.793
H: -6.216 -1.063 3.360
C: -0.257 5.378 1.015
C: -0.290 5.077 -0.503
C: 0.048 3.673 -0.915
O: -0.910 3.367 -1.838
C: -1.962 4.148 -1.725
O: -2.979 4.114 -2.389
O: -1.647 5.150 -0.908
H: 0.783 5.605 1.250
H: -0.587 4.637 1.743
H: -0.761 6.323 1.217
H: 0.167 5.914 -1.032
H: -0.039 3.030 -0.038
H: 1.037 3.611 -1.369
C: 0.159 -3.146 3.719
C: 1.583 -3.323 4.204
C: 2.650 -2.466 3.521
O: 3.265 -1.726 4.560
C: 2.719 -2.004 5.728
O: 2.981 -1.432 6.777
O: 1.788 -2.946 5.545
H: -0.155 -2.132 3.968
H: -0.417 -3.787 4.387
H: 0.118 -3.396 2.659
H: 1.758 -4.395 4.125
H: 2.141 -1.843 2.785
H: 3.369 -3.111 3.017
C: -3.588 0.614 -1.951
C: -4.364 -0.419 -2.808
C: -4.012 -0.413 -4.229
O: -3.675 -1.739 -4.488
C: -3.631 -2.425 -3.343
O: -3.431 -3.654 -3.263
O: -3.940 -1.628 -2.349
H: -3.812 0.549 -0.886
H: -3.920 1.610 -2.243
H: -2.517 0.506 -2.128
H: -5.439 -0.509 -2.656
H: -3.116 0.183 -4.403
H: -4.868 -0.185 -4.864
C: 1.405 1.619 5.018
C: 1.369 1.147 3.582
C: 0.571 2.105 2.668
O: 1.593 2.601 1.749
C: 2.783 2.010 1.953
O: 3.824 2.209 1.285
O: 2.720 1.202 3.055
H: 2.008 0.965 5.647
H: 0.477 1.754 5.573
H: 1.779 2.642 5.055
H: 0.972 0.135 3.513
H: -0.033 2.845 3.194
H: -0.113 1.632 1.965
C: -5.384 0.953 5.687
C: -4.287 1.568 4.768
C: -3.240 2.497 5.433
O: -2.005 1.912 4.966
C: -2.217 0.723 4.425
O: -1.313 0.036 4.004
O: -3.529 0.420 4.476
H: -5.056 0.607 6.667
H: -5.984 0.204 5.168
H: -6.065 1.750 5.985
H: -4.699 2.148 3.942
H: -3.363 2.425 6.514
H: -3.373 3.542 5.153
C: -3.125 6.216 3.376
C: -4.103 5.149 2.897
C: -4.735 5.294 1.455
O: -4.281 4.167 0.810
C: -3.439 3.415 1.561
O: -2.851 2.374 1.160
O: -3.261 4.013 2.723
H: -2.881 6.153 4.436
H: -3.620 7.185 3.315
H: -2.209 6.175 2.786
H: -4.863 4.918 3.645
H: -4.483 6.207 0.916
H: -5.823 5.240 1.495



- What is the formula in the third record?
  C52H78O39



- The lowest largest force on an atom belongs to which entry?
  C52H72N5O2STa